(one)
DFT (ωB97M-V/def2-TZVPD) results for one molecule with the formula CH2OS.

Results
HOMO (eV): -9.09
Spin multiplicity: 1
Structure (SMILES): OC=S
HOMO-LUMO gap (eV): 8.134

XYZ file:
```
5
Properties=species:S:1:pos:R:3:nbo_charge:R:1
C -0.23 -0.07 -0.03 0.1080
O 1.26 -0.25 0.22 -0.6314
S -1.89 0.75 -0.45 -0.1251
H 1.62 0.47 -0.23 0.4783
H -0.75 -0.89 0.49 0.1703
```

=====

(two)
DFT (ωB97M-V/def2-TZVPD) results for one molecule with the formula CH2OS.

Results
HOMO (eV): -10.21
Spin multiplicity: 1
Structure (SMILES): O=CS
HOMO-LUMO gap (eV): 10.775

XYZ file:
```
5
Properties=species:S:1:pos:R:3:nbo_charge:R:1
C 0.63 -0.13 -0.11 0.2991
H -1.70 0.52 0.13 0.1226
H 0.50 0.91 0.01 0.1091
O 1.69 -0.68 0.00 -0.4946
S -1.12 -0.61 -0.03 -0.0362
```

=====

Relative energy table, unit eV: (one) 2.579; (two) 0.000